No. 1
{"formula": "C10H16O", "method": "ωB97M-V/def2-TZVPD", "de_lowest_ev": 1.3052, "e_lumo_ev": 0.86, "gap_ev": 9.645, "elements": ["C", "C", "C", "H", "H", "H", "H", "H", "H", "H", "H", "C", "C", "C", "C", "C", "C", "C", "O", "H", "H", "H", "H", "H", "H", "H", "H"], "positions_angstrom": [[0.036, 2.332, -0.169], [-1.197, 2.100, 0.723], [1.245, 2.826, 0.715], [0.355, 1.445, -0.695], [-0.170, 3.139, -0.866], [-1.564, 3.040, 1.151], [-0.981, 1.532, 1.625], [0.824, 3.191, 1.643], [1.879, 1.990, 1.011], [-1.986, 1.727, 0.073], [1.760, 3.585, 0.140], [-2.090, -2.415, -1.412], [0.304, -1.165, 1.193], [-0.886, -1.610, 0.610], [1.508, -1.042, 0.510], [-0.799, -1.903, -0.757], [1.496, -1.364, -0.847], [0.360, -1.854, -1.494], [2.662, -0.597, 1.116], [0.230, -0.919, 2.250], [-1.792, -1.844, 1.135], [3.283, -1.303, 1.023], [2.439, -1.294, -1.379], [-2.947, -1.863, -1.044], [-2.164, -3.481, -1.190], [0.319, -1.953, -2.569], [-2.123, -2.300, -2.497]], "forces_ev_per_a": [[0.8, 0.8, 1.8], [0.2, 0.7, -0.6], [-1.2, -0.9, -0.6], [-0.2, -0.3, -0.3], [-0.2, -0.2, -0.3], [0.1, 0.2, -0.4], [-0.1, -0.7, -0.4], [0.1, 0.6, 0.2], [0.2, 0.1, -0.3], [-0.3, -0.5, 0.5], [0.5, 0.1, 0.4], [0.6, 0.2, -0.1], [-0.8, 0.1, 1.5], [2.3, -0.1, -1.6], [-1.1, -0.3, -1.0], [-2.5, -0.9, -0.4], [0.8, -0.4, -0.2], [0.4, 1.5, 0.9], [-0.9, 0.5, 0.3], [0.5, 0.0, 0.0], [-0.1, 0.4, 0.3], [0.9, -0.5, 0.0], [-0.1, 0.1, -0.1], [-0.2, -0.2, 0.3], [-0.4, 0.0, 0.0], [0.2, -0.4, 0.0], [0.3, 0.0, 0.0]]}


No. 2
{"formula": "C10H16O", "method": "ωB97M-V/def2-TZVPD", "de_lowest_ev": 1.1597, "e_lumo_ev": 0.93, "gap_ev": 9.651, "elements": ["C", "C", "C", "C", "C", "C", "C", "C", "O", "H", "H", "H", "H", "H", "H", "H", "H", "H", "H", "C", "C", "H", "H", "H", "H", "H", "H"], "positions_angstrom": [[-2.847, 1.504, 0.455], [-3.538, 0.216, 0.005], [-1.345, 1.429, 0.484], [-0.618, 1.372, -0.698], [-0.642, 1.419, 1.685], [0.768, 1.259, -0.672], [0.718, 1.137, 1.718], [1.424, 1.029, 0.527], [2.764, 0.712, 0.575], [-3.115, 2.307, -0.234], [-3.277, 1.826, 1.400], [-4.398, 0.000, 0.646], [-1.087, 1.469, -1.668], [-1.180, 1.592, 2.613], [1.320, 1.215, -1.606], [1.226, 1.037, 2.662], [2.920, -0.210, 0.319], [-2.913, -0.672, 0.043], [-3.917, 0.243, -1.022], [1.773, -2.747, -0.407], [2.637, -2.001, -1.426], [0.725, -2.473, -0.534], [1.938, -3.826, -0.394], [1.982, -2.460, 0.632], [3.424, -1.454, -0.906], [2.075, -1.312, -2.056], [3.180, -2.611, -2.140]], "forces_ev_per_a": [[-0.1, 0.5, -0.5], [-0.6, -0.5, -0.1], [-0.1, 0.2, 0.2], [0.5, 0.3, 0.1], [-0.1, -0.3, 0.0], [-0.1, -0.7, -0.3], [-0.2, 0.4, -0.2], [-0.2, -0.2, 0.3], [0.4, 0.0, 0.0], [-0.1, 0.0, -0.1], [0.3, -0.1, 0.3], [0.0, 0.1, -0.1], [-0.3, 0.0, 0.0], [0.0, -0.2, -0.1], [0.0, 0.1, 0.1], [0.2, 0.0, 0.1], [-0.3, 0.4, 0.0], [0.3, 0.0, 0.2], [0.1, 0.2, 0.1], [-0.1, 0.1, 0.5], [0.4, 0.2, 0.1], [-0.1, -0.5, -0.2], [-0.3, 0.1, -0.4], [0.2, 0.2, -0.2], [0.1, 0.2, -0.2], [-0.1, 0.2, 0.3], [-0.1, -0.5, 0.1]]}


No. 3
{"formula": "C10H16O", "method": "ωB97M-V/def2-TZVPD", "de_lowest_ev": 2.1605, "e_lumo_ev": 0.90, "gap_ev": 9.041, "elements": ["C", "C", "C", "H", "H", "H", "H", "H", "H", "H", "H", "C", "C", "C", "C", "C", "C", "C", "O", "H", "H", "H", "H", "H", "H", "H", "H"], "positions_angstrom": [[0.131, -1.574, -1.472], [1.330, -2.479, -1.159], [-1.135, -2.395, -1.389], [0.218, -0.913, -0.597], [0.053, -0.904, -2.351], [1.163, -2.911, -0.176], [2.313, -2.008, -1.104], [-1.458, -2.820, -2.343], [-0.993, -3.325, -0.832], [1.436, -3.253, -1.905], [-1.889, -1.861, -0.801], [-0.356, -0.251, 2.403], [0.117, 2.733, -0.331], [-1.111, 2.634, 0.312], [1.250, 2.075, 0.102], [-1.160, 1.820, 1.441], [1.252, 1.209, 1.201], [-0.017, 1.092, 1.764], [0.260, 3.427, -1.520], [-2.007, 3.079, -0.122], [-0.554, 3.905, -1.638], [2.042, 2.180, -0.626], [-2.087, 1.782, 1.977], [2.102, 0.566, 1.423], [0.171, -1.031, 1.828], [-1.393, -0.467, 2.632], [0.325, -0.313, 3.282]], "forces_ev_per_a": [[0.4, 0.5, 1.3], [0.5, 0.2, -1.1], [-0.4, -0.8, 0.6], [-0.8, 0.4, -0.3], [0.9, -0.6, 0.2], [-0.1, -0.3, 0.0], [-0.1, 0.5, -0.1], [-0.4, 0.7, -0.1], [0.4, 0.1, 0.4], [0.0, -0.6, -0.1], [-0.4, 0.0, -0.7], [3.1, 0.1, 1.4], [-0.3, 0.1, -0.5], [0.3, 0.1, 0.3], [0.7, -0.1, -0.2], [1.0, 1.3, -1.5], [-1.4, 1.4, -1.6], [-1.4, -2.5, 0.9], [0.2, -0.3, 0.5], [0.2, 0.1, 0.3], [-0.4, 0.4, -0.4], [0.6, -0.1, 0.4], [-0.2, -0.7, 0.3], [-0.4, 0.1, 0.1], [-1.0, 0.0, -0.4], [0.1, 0.0, 0.0], [-1.0, -0.1, 0.4]]}


No. 4
{"formula": "C10H16O", "method": "ωB97M-V/def2-TZVPD", "de_lowest_ev": 0.8147, "e_lumo_ev": 0.85, "gap_ev": 9.334, "elements": ["C", "C", "C", "H", "H", "H", "H", "H", "H", "H", "H", "C", "C", "C", "C", "C", "C", "C", "O", "H", "H", "H", "H", "H", "H", "H", "H"], "positions_angstrom": [[-0.091, -0.117, 1.845], [-1.371, -0.747, 2.386], [0.586, 0.889, 2.736], [-0.262, 0.235, 0.830], [0.576, -0.962, 1.676], [-1.835, -1.344, 1.611], [-1.153, -1.445, 3.194], [0.987, 0.426, 3.638], [-2.072, -0.030, 2.830], [-0.125, 1.653, 3.095], [1.345, 1.527, 2.268], [-2.172, 0.274, -2.187], [0.101, 1.233, -1.691], [-0.709, 0.122, -1.915], [1.443, 1.132, -1.381], [2.011, -0.121, -1.230], [-0.091, -1.120, -1.854], [1.247, -1.239, -1.524], [3.292, -0.223, -0.776], [-0.346, 2.224, -1.784], [1.996, 2.008, -1.078], [-2.487, 0.727, -3.133], [-2.625, 0.897, -1.405], [-0.693, -1.995, -2.086], [3.426, -1.117, -0.448], [1.713, -2.212, -1.497], [-2.689, -0.676, -2.118]], "forces_ev_per_a": [[0.1, -0.8, -0.5], [0.2, 0.1, 0.6], [-0.4, 1.2, 0.5], [-0.1, 0.5, 0.1], [0.3, -0.1, 0.0], [-0.4, 0.1, -0.2], [0.2, -0.1, 0.2], [0.2, 0.0, 0.0], [0.0, 0.1, -0.4], [-0.1, -0.3, 0.0], [0.2, -0.7, -0.2], [-0.8, 0.2, 0.4], [-0.4, 0.4, -0.4], [0.5, 0.2, -0.3], [-0.1, 0.1, 0.6], [-0.3, -0.1, -0.1], [-0.5, 0.0, -0.2], [0.1, -0.2, 0.0], [0.1, 0.1, 0.0], [0.1, -0.2, 0.2], [0.2, 0.1, -0.2], [0.5, 0.0, 0.0], [0.1, 0.0, -0.1], [0.2, 0.0, 0.1], [0.1, -0.1, -0.1], [0.0, -0.2, 0.1], [0.0, -0.3, -0.1]]}


No. 5
{"formula": "C10H16O", "method": "ωB97M-V/def2-TZVPD", "de_lowest_ev": 9.6181, "e_lumo_ev": -0.77, "gap_ev": 8.353, "elements": ["C", "C", "C", "C", "C", "C", "C", "C", "C", "C", "H", "H", "H", "H", "H", "H", "H", "H", "H", "H", "H", "H", "H", "H", "H", "H", "O"], "positions_angstrom": [[1.427, 0.196, -0.475], [0.918, -1.124, 0.199], [-0.386, -1.553, -0.530], [-1.400, -0.333, -0.599], [-1.948, 0.090, 0.886], [-0.777, 0.266, 1.557], [0.212, -0.766, 1.532], [-0.016, 1.502, 1.023], [0.497, 1.176, -0.279], [-0.642, 0.696, -1.250], [3.145, -0.183, -1.614], [2.605, 0.295, -0.090], [1.612, -1.948, 0.477], [-1.052, -2.432, -0.159], [-0.088, -1.899, -1.606], [-2.073, -0.628, -1.346], [-2.453, -0.787, 1.180], [-2.878, 0.899, 0.549], [-0.755, 0.347, 2.588], [1.120, -0.246, 2.147], [0.267, -1.632, 2.367], [0.980, 1.594, 1.731], [-0.570, 2.435, 0.889], [1.239, 1.804, -0.720], [-1.141, 1.709, -1.534], [-0.250, 0.337, -2.176], [1.622, -0.072, -1.884]], "forces_ev_per_a": [[6.0, -8.3, 2.3], [-2.8, -1.0, 1.5], [-0.8, -1.8, -2.4], [0.5, -1.7, 1.7], [-6.3, -0.7, -7.5], [3.5, 4.2, 2.5], [7.4, -2.6, 3.6], [2.4, 0.6, 2.8], [-1.2, 2.1, -3.4], [0.6, 5.7, -0.4], [-5.5, 0.1, -1.8], [-3.1, 0.6, 0.2], [-0.1, 0.6, -1.0], [1.8, 1.1, 0.1], [-0.8, 0.8, 1.6], [-2.0, -0.6, -0.4], [-1.0, -1.0, 0.7], [3.1, -1.6, 1.8], [-1.5, 1.1, 2.5], [-1.5, -0.7, -1.1], [-1.4, 1.2, -2.4], [-2.6, 0.5, -1.4], [-0.2, -0.1, 0.8], [-1.0, 3.2, -0.7], [-0.1, -1.8, 0.5], [0.2, -0.1, -0.6], [6.5, 0.0, 0.6]]}